Entry from the OMol25 dataset: 11 unconnected molecules or ions with the total composition C5H31NO11 (ωB97M-V/def2-TZVPD).

The geometry in ORCA input format:
```
! RIJCOSX wB97M-V def2-TZVPD def2/J DEFGRID3
* xyz 0 1
H -0.4255 3.2652 -0.8580
H 0.6920 0.5370 -3.3023
H -0.8379 -3.6567 0.9651
H -1.8788 -1.4291 -0.7354
O -1.2639 1.3560 -3.6987
H 0.7214 -4.5165 0.7860
O 1.4027 0.2297 -3.9026
C 0.2102 -3.5105 0.6792
H 4.1786 1.3209 -0.0691
H 3.8656 -1.2347 -2.3703
O 0.4496 0.3049 3.7192
H -3.7949 2.9536 -0.7743
H -1.5892 1.5779 3.4976
O -0.2108 3.9514 -0.2405
H 1.7438 -0.6129 1.0730
H -1.5846 0.8388 -2.9275
H -1.2177 -0.4255 0.6265
O 3.7371 0.7585 0.5693
O -3.3950 -1.1945 1.2682
H -1.6334 2.2573 -3.7033
H 1.3588 -3.1207 -1.1027
H -2.0129 2.4502 2.3567
H -0.7768 1.1258 -0.7705
H 0.5515 -2.4782 2.5669
H -0.6737 4.7798 -0.2188
H 2.5141 -0.7637 -2.1142
C 0.3826 -1.4086 -0.4331
O -1.0044 0.3317 -1.2626
H -3.4949 1.6652 -1.4425
H 0.7176 2.4286 1.6367
O 1.3378 2.2358 2.3451
H -0.4605 -3.1433 -1.4393
C 0.3485 -2.8864 -0.7457
H 1.0997 -0.8757 -1.0386
O -2.3548 2.1869 3.2473
C -1.0694 -0.8147 -0.3655
H 2.0218 -2.8396 1.6322
C 0.9747 -2.5249 1.5439
H 1.1962 0.8438 3.9861
H 0.5316 0.2410 2.7827
O -3.4263 2.6119 -1.5930
H -4.0033 -0.4625 1.1463
H -3.7642 -1.5931 2.0631
H 3.3902 0.0125 0.0592
O 3.2095 -1.2971 -1.6743
H 2.1607 2.0955 1.8264
H 1.2082 -0.4037 -4.5968
N 0.8685 -1.1674 1.0028
*
```

## Properties
ΔE to the lowest compared entry with this formula, charge and spin	362.1	kJ/mol
largest force on an atom	3.0	eV Å⁻¹
SMILES	OC[C@@H]1CCCN1.O.O.O.O.O.O.O.O.O.O
Kohn-Sham gap	8.767	eV
lowest unoccupied orbital energy	-0.13	eV

Atomic partial charges in e from the natural (NBO) method, atoms 1 to 5: number 1, H, carries 0.49; number 2, H, carries 0.52; number 3, H, carries 0.21; number 4, H, carries 0.19; number 5, O, carries -0.99

=====

Entry from the OMol25 dataset: 11 unconnected molecules or ions with the total composition C5H31NO12 (ωB97M-V/def2-TZVPD).

The geometry in ORCA input format:
```
! RIJCOSX wB97M-V def2-TZVPD def2/J DEFGRID3
* xyz 0 1
H -3.3169 2.0822 -2.9126
H -1.6363 3.1970 1.4789
H -0.4336 1.3598 -0.3669
C 1.3469 2.0835 -0.9665
O -2.3731 2.2150 -3.0578
O 0.5164 -3.3627 -1.3171
H -0.1805 -1.8586 0.1206
H -1.3618 -0.7709 -1.8261
H -1.7648 -0.0996 0.7538
H -2.1256 3.0783 -2.7103
H 2.7226 -1.5852 -0.1081
H -3.4001 0.9955 -0.9973
C 0.4291 -1.8190 1.9755
H 0.9333 -1.2650 2.7591
O -1.4137 0.1525 -4.3926
O -1.5785 2.2438 1.5809
C 1.0780 -0.2011 0.1596
H 3.0556 1.5454 3.4325
O 3.4863 -1.4277 2.3293
H -1.4696 -1.0846 -3.2107
O 1.4235 -2.8544 1.6883
H -2.3506 0.2829 -4.5908
N 0.0564 -1.0953 0.7397
O -1.4840 -1.5842 -2.3446
H 2.7891 0.0272 2.8824
H -1.2489 0.8934 -3.7828
O 2.4110 0.8896 3.1700
H 1.6210 -1.6358 -1.3818
H -3.9091 -0.3392 -1.7241
H 2.6906 -0.3244 -1.3218
O -0.1181 1.2524 3.5084
H -0.6268 0.4605 3.2794
H 0.2412 0.3421 -1.7341
H 1.0291 -3.6959 -2.0478
H 1.4603 0.3894 1.0289
H 0.8447 0.9984 3.3188
O -2.5570 0.4251 0.5181
H 1.1735 -3.1748 0.8047
C 0.4661 0.8700 -0.7744
H -2.3871 1.2647 0.9964
H 1.5974 2.3442 -1.9957
H -0.4932 -2.3241 2.2858
C 2.0730 -0.9334 -0.6627
H -0.7839 2.0636 2.1587
H -0.3914 -3.1232 -1.5833
O 1.8045 2.6803 -0.0256
H 3.4107 -1.7840 1.4348
O -3.8846 0.6244 -1.7572
H 2.9149 -1.8629 2.9507
*
```

## Properties
ΔE to the lowest compared entry with this formula, charge and spin	409.1	kJ/mol
largest force on an atom	2.7	eV Å⁻¹
SMILES	C[C@@H](CC=O)NCO.O.O.O.O.O.O.O.O.O.O
Kohn-Sham gap	10.118	eV
lowest unoccupied orbital energy	0.30	eV

Atomic partial charges in e from the natural (NBO) method, atoms 1 to 5: number 1, H, carries 0.51; number 2, H, carries 0.49; number 3, H, carries 0.28; number 4, C, carries 0.45; number 5, O, carries -0.99